(1)
{"formula": "C34H26ClN2O4PRhS2Te", "method": "the ωB97M-V functional and the def2-TZVPD basis", "symbols": ["Rh", "O", "C", "O", "C", "C", "C", "C", "C", "C", "S", "H", "H", "H", "H", "Cl", "C", "C", "C", "C", "C", "C", "P", "C", "C", "C", "C", "C", "C", "C", "C", "C", "C", "C", "C", "H", "H", "H", "H", "H", "H", "H", "H", "H", "H", "H", "H", "H", "H", "Te", "C", "C", "C", "C", "S", "H", "H", "H", "C", "N", "C", "C", "C", "O", "N", "C", "O", "H", "H", "H", "H", "H"], "positions_angstrom": [[0.0933, -1.8791, -0.2283], [-3.7636, -0.7985, 1.6346], [-2.6676, -1.3261, 1.3384], [-1.8656, -0.8696, 0.4609], [-2.3013, -2.5466, 2.1482], [-2.6673, -2.5354, 3.4940], [-2.3839, -3.6016, 4.3274], [-1.7432, -4.7173, 3.8033], [-1.3962, -4.7549, 2.4662], [-1.6618, -3.6756, 1.6111], [-1.2040, -3.8516, -0.0793], [-3.1900, -1.6628, 3.8632], [-2.6629, -3.5682, 5.3734], [-1.5074, -5.5633, 4.4394], [-0.9044, -5.6253, 2.0496], [3.9856, -0.2770, -0.6122], [3.4637, 0.2739, -2.1675], [4.4289, 0.4521, -3.1442], [4.0587, 0.8966, -4.4021], [2.7282, 1.1619, -4.6707], [1.7683, 0.9929, -3.6855], [2.1043, 0.5522, -2.4042], [0.8082, 0.2576, -1.1240], [1.2820, 1.3735, 0.2483], [0.7109, 1.1095, 1.4922], [1.0140, 1.9060, 2.5873], [1.8938, 2.9686, 2.4470], [2.4601, 3.2420, 1.2086], [2.1543, 2.4510, 0.1122], [-0.5580, 1.1833, -1.9034], [-0.7081, 2.5633, -1.8130], [-1.7134, 3.1978, -2.5259], [-2.5729, 2.4637, -3.3325], [-2.4465, 1.0838, -3.4058], [-1.4467, 0.4459, -2.6847], [5.4641, 0.2348, -2.9167], [4.8126, 1.0372, -5.1666], [2.4300, 1.5094, -5.6523], [0.7327, 1.2067, -3.9111], [0.0310, 0.2736, 1.6034], [0.5720, 1.6798, 3.5486], [2.1415, 3.5843, 3.3036], [3.1482, 4.0719, 1.0998], [2.6045, 2.6696, -0.8499], [-0.0494, 3.1412, -1.1768], [-1.8440, 4.2695, -2.4411], [-3.3675, 2.9641, -3.8724], [-3.1476, 0.5059, -3.9941], [-1.3584, -0.6352, -2.7028], [-4.2238, 1.1714, -0.1063], [-5.5795, 2.7048, -0.6953], [-5.6174, 4.0191, -0.3055], [-6.6131, 4.7944, -0.9614], [-7.3355, 4.0639, -1.8571], [-6.7971, 2.4350, -1.8953], [-4.9413, 4.4089, 0.4449], [-6.7828, 5.8480, -0.7786], [-8.1489, 4.3911, -2.4879], [4.5112, -2.6081, 3.5349], [3.7614, -2.8533, 2.3153], [4.3037, -3.6177, 1.3252], [3.6868, -3.8152, 0.1490], [2.4228, -3.1426, -0.0533], [1.8299, -3.1092, -1.1533], [1.8561, -2.4800, 0.9868], [2.4651, -2.2844, 2.1802], [1.9818, -1.6707, 3.1183], [4.7702, -3.5486, 4.0255], [3.8789, -2.0243, 4.1940], [5.4278, -2.0561, 3.3194], [5.2734, -4.0472, 1.5477], [4.1112, -4.4146, -0.6408]], "mulliken_charge": [-0.04, -0.83, 0.85, -0.25, -0.04, -0.67, -0.57, -0.51, -0.74, 0.74, -0.39, 0.40, 0.38, 0.35, 0.41, -0.12, 0.84, -0.67, -0.46, -0.88, -0.47, -0.22, 1.47, 0.34, -0.40, -0.76, -0.54, -0.69, -0.18, -0.13, 0.01, -0.77, -0.50, -0.77, -0.05, 0.46, 0.36, 0.41, 0.36, 0.34, 0.46, 0.38, 0.41, 0.47, 0.36, 0.38, 0.39, 0.38, 0.22, 0.39, -0.10, -0.38, -0.48, -0.46, -0.14, 0.41, 0.34, 0.36, -1.16, 0.14, -0.16, -0.93, 0.67, -0.64, 0.52, 0.01, -0.77, 0.35, 0.33, 0.35, 0.40, 0.43], "orbital_gap_ev": [6.42, 6.17], "charge": -1, "s2": 6.02, "mol_weight_g_mol": 887.659, "spin_multiplicity": 5}

(2)
{"formula": "C34H26ClN2O4PRhS2Te", "method": "the ωB97M-V functional and the def2-TZVPD basis", "symbols": ["Rh", "O", "C", "O", "C", "C", "C", "C", "C", "C", "S", "H", "H", "H", "H", "Cl", "C", "C", "C", "C", "C", "C", "P", "C", "C", "C", "C", "C", "C", "C", "C", "C", "C", "C", "C", "H", "H", "H", "H", "H", "H", "H", "H", "H", "H", "H", "H", "H", "H", "Te", "C", "C", "C", "C", "S", "H", "H", "H", "C", "N", "C", "C", "C", "O", "N", "C", "O", "H", "H", "H", "H", "H"], "positions_angstrom": [[-1.1092, 0.4923, 0.4002], [1.7394, 1.4143, 3.2347], [0.6187, 1.6531, 2.7859], [0.3312, 1.9469, 1.5705], [-0.5166, 1.6961, 3.8079], [-0.2843, 2.4930, 4.9308], [-1.2109, 2.6063, 5.9521], [-2.3963, 1.8814, 5.8835], [-2.6416, 1.0769, 4.7867], [-1.7243, 0.9825, 3.7262], [-2.1959, -0.0755, 2.3959], [0.6616, 3.0191, 4.9840], [-1.0090, 3.2455, 6.8039], [-3.1249, 1.9405, 6.6851], [-3.5578, 0.5030, 4.7202], [-2.5523, -1.5740, -0.5453], [-1.4376, -2.9050, -0.4622], [-1.9827, -4.1709, -0.6342], [-1.1753, -5.2907, -0.5580], [0.1783, -5.1495, -0.2851], [0.7082, -3.8836, -0.0981], [-0.0750, -2.7320, -0.2034], [0.6710, -1.0649, 0.0840], [2.0044, -0.8615, -1.1483], [2.5769, 0.4121, -1.1519], [3.5778, 0.7311, -2.0594], [4.0067, -0.2145, -2.9807], [3.4296, -1.4789, -2.9900], [2.4279, -1.8007, -2.0834], [1.6885, -1.4593, 1.5803], [1.0325, -1.7733, 2.7712], [1.7456, -2.1085, 3.9110], [3.1338, -2.1341, 3.8833], [3.7977, -1.8214, 2.7084], [3.0817, -1.4874, 1.5645], [-3.0461, -4.2699, -0.8172], [-1.6070, -6.2750, -0.6944], [0.8158, -6.0219, -0.2070], [1.7545, -3.7770, 0.1639], [2.2300, 1.1494, -0.4295], [4.0157, 1.7221, -2.0520], [4.7792, 0.0336, -3.6988], [3.7556, -2.2193, -3.7120], [1.9690, -2.7807, -2.1166], [-0.0479, -1.7451, 2.8047], [1.2137, -2.3310, 4.8289], [3.6934, -2.3845, 4.7775], [4.8820, -1.8291, 2.6803], [3.6187, -1.2296, 0.6620], [-2.1787, 2.9930, 0.7057], [-3.7427, 3.3675, -0.6420], [-4.3297, 2.5005, -1.5219], [-5.3304, 3.1056, -2.3366], [-5.4905, 4.4313, -2.0670], [-4.4179, 4.9403, -0.8315], [-4.0370, 1.4593, -1.5845], [-5.9042, 2.5741, -3.0873], [-6.1684, 5.1345, -2.5311], [0.5321, -0.2468, -5.0745], [0.2832, 0.7494, -4.0431], [0.6863, 2.0359, -4.2388], [0.4376, 2.9896, -3.3397], [-0.3316, 2.6479, -2.1478], [-0.6688, 3.5659, -1.3840], [-0.6570, 1.3340, -1.9217], [-0.3366, 0.3703, -2.8308], [-0.5374, -0.8361, -2.6594], [-0.1017, -0.0654, -5.9471], [0.3013, -1.2186, -4.6581], [1.5788, -0.2237, -5.3796], [1.2169, 2.2277, -5.1632], [0.7519, 4.0134, -3.4763]], "mulliken_charge": [0.29, -0.74, 0.19, -0.52, 0.30, -0.59, -0.55, -0.54, -0.82, 0.89, -0.40, 0.42, 0.36, 0.36, 0.44, -0.10, 0.59, -0.62, -0.54, -0.83, -0.39, -0.31, 1.85, 0.24, -0.23, -0.74, -0.58, -0.76, -0.49, 0.78, -0.53, -0.65, -0.56, -0.68, -0.40, 0.46, 0.37, 0.40, 0.48, 0.37, 0.42, 0.35, 0.35, 0.43, 0.35, 0.40, 0.33, 0.38, 0.33, 0.36, 0.06, -0.16, -0.73, -0.41, -0.16, 0.36, 0.34, 0.36, -1.23, 0.34, -0.17, -1.02, 0.25, -0.67, 0.63, 0.05, -0.69, 0.32, 0.33, 0.41, 0.39, 0.44], "orbital_gap_ev": [6.07, 6.68], "charge": -1, "s2": 6.03, "mol_weight_g_mol": 887.659, "spin_multiplicity": 5}

Going by the computed energies, the most stable comes first: (2), (1).

(1)
{"formula": "C3H7O2", "method": "the ωB97M-V functional and the def2-TZVPD basis", "symbols": ["C", "O", "H", "H", "H", "O", "C", "C", "H", "H", "H", "H"], "positions_angstrom": [[1.8699, -0.3088, 0.1324], [0.7685, 0.5218, 0.4301], [2.8553, 0.3155, 0.3163], [1.9471, -1.3240, 0.6844], [1.7490, -0.5899, -0.9230], [-0.7066, -1.6018, -0.3193], [-0.6411, -0.3173, -0.3486], [-1.6934, 0.5877, 0.2562], [-0.3378, 0.2744, -1.2696], [-2.6410, 0.5783, -0.3997], [-1.1631, 1.5464, 0.2055], [-2.0069, 0.3176, 1.2352]], "mulliken_charge": [-0.55, -0.51, 0.18, 0.16, 0.22, -0.77, 0.20, -1.03, 0.27, 0.26, 0.29, 0.28], "orbital_gap_ev": 7.94, "charge": -1, "mol_weight_g_mol": 75.087}

(2)
{"formula": "C3H7O2", "method": "the ωB97M-V functional and the def2-TZVPD basis", "symbols": ["C", "O", "H", "H", "H", "C", "C", "O", "H", "H", "H", "H"], "positions_angstrom": [[1.5199, -0.1198, -1.0686], [1.7421, 0.3934, -2.2200], [0.4223, -0.3284, -0.8357], [2.2254, -0.3785, -0.1687], [-3.0397, 4.3774, -2.3094], [-0.7115, -1.5237, 1.1225], [0.4104, -1.1539, 1.8574], [0.5385, -0.4265, 2.8857], [-0.6440, -2.4365, 0.5582], [-1.5245, -0.8963, 0.7337], [1.4597, -1.6185, 1.5702], [-2.3985, 4.1113, -2.1254]], "mulliken_charge": [0.13, -0.53, 0.16, 0.16, 0.02, -1.08, 0.04, -0.66, 0.19, 0.29, 0.30, -0.02], "orbital_gap_ev": 6.24, "charge": -1, "mol_weight_g_mol": 75.087}

(3)
{"formula": "C3H7O2", "method": "the ωB97M-V functional and the def2-TZVPD basis", "symbols": ["C", "O", "H", "H", "H", "C", "C", "O", "H", "H", "H", "H"], "positions_angstrom": [[-1.4853, 0.0683, -0.0766], [-2.6785, 0.0178, 0.2371], [-1.1357, 0.2959, -1.1993], [-0.6875, -0.0922, 0.7081], [-0.1515, -3.1535, -0.9990], [1.6429, 1.1142, 0.8662], [1.5674, 0.3617, -0.3192], [1.0452, -0.8081, -0.4626], [2.0618, 2.1314, 0.8451], [1.3058, 0.6799, 1.8204], [2.0339, 0.8225, -1.2284], [-0.7104, -3.6274, -0.9641]], "mulliken_charge": [0.10, -0.52, 0.19, 0.11, -0.17, -0.80, -0.11, -0.73, 0.21, 0.26, 0.30, 0.17], "orbital_gap_ev": 7.01, "charge": -1, "mol_weight_g_mol": 75.087}

(4)
{"formula": "C3H7O2", "method": "the ωB97M-V functional and the def2-TZVPD basis", "symbols": ["C", "C", "O", "C", "O", "H", "H", "H", "H", "H", "H", "H"], "positions_angstrom": [[-0.6817, -0.2234, -0.1784], [0.5924, 0.5305, -0.6306], [0.3693, 1.6143, -1.5722], [-0.3724, -0.7522, 1.3557], [0.8505, -0.7367, 1.7827], [-0.5725, -1.1399, -0.7612], [-1.5390, 0.4371, -0.2353], [1.0571, 0.9566, 0.2599], [1.3914, -0.1212, -1.0136], [0.8987, 1.4266, -2.3606], [-1.1255, -0.1762, 2.0101], [-0.8683, -1.8156, 1.3435]], "mulliken_charge": [-0.59, -0.36, -0.54, -0.36, -0.81, 0.21, 0.42, 0.24, 0.26, 0.30, 0.10, 0.15], "orbital_gap_ev": 6.07, "charge": -1, "smiles": "[O-]CCCO", "mol_weight_g_mol": 75.087}

Going by the computed energies, the most stable comes first: (1), (4), (3), (2).

(1)
{"formula": "C3H13N2O", "method": "the ωB97M-V functional and the def2-TZVPD basis", "symbols": ["C", "N", "C", "N", "C", "H", "H", "H", "H", "H", "H", "H", "H", "H", "H", "H", "H", "H", "O"], "positions_angstrom": [[0.2281, 0.8425, -1.4870], [0.9785, -0.2422, -2.0740], [0.5987, 1.2428, -0.0649], [0.0378, 0.2534, 0.9382], [-1.4281, 0.4156, 1.1094], [0.3194, 1.7193, -2.1430], [-0.8182, 0.5448, -1.4284], [1.7382, -0.0100, -2.6820], [0.4187, -1.0348, -2.3644], [1.6637, 1.3565, 0.1375], [0.1368, 2.2103, 0.1281], [0.5108, 0.3631, 1.8956], [0.3145, -0.6721, 0.5737], [-1.6107, 0.2064, 2.1781], [-1.6755, 1.4731, 1.1636], [-2.0710, -0.1570, 0.4613], [1.0392, -2.6757, 1.2597], [-0.4670, -3.2885, 1.3142], [0.0860, -2.5476, 1.0841]], "mulliken_charge": [-0.37, -0.59, -1.30, 0.49, -1.95, 0.45, 0.30, 0.22, 0.22, 0.49, 0.24, 0.87, -0.25, 0.92, 0.23, 0.33, 0.40, 0.34, -1.02], "orbital_gap_ev": [3.76, 10.16], "s2": 0.75, "mol_weight_g_mol": 93.150, "spin_multiplicity": 2}

(2)
{"formula": "C3H13N2O", "method": "the ωB97M-V functional and the def2-TZVPD basis", "symbols": ["C", "N", "C", "N", "C", "H", "H", "H", "H", "H", "H", "H", "H", "H", "H", "H", "H", "H", "O"], "positions_angstrom": [[-1.2183, -0.2301, -1.3241], [-1.2808, 1.1181, -1.9789], [-0.0200, -0.4042, -0.4148], [0.4126, 1.0005, 0.1294], [0.3308, 1.4150, 1.5978], [-1.3645, -1.0534, -2.0690], [-2.2109, -0.1892, -0.7504], [-0.9169, 1.1629, -2.9990], [-2.2235, 1.5718, -2.0585], [0.8324, -1.0077, -0.9125], [-0.2458, -0.8969, 0.5451], [1.3240, 1.3007, -0.2688], [-0.2869, 1.5711, -0.5030], [1.3592, 1.3579, 2.0084], [-0.2920, 0.7695, 2.1736], [-0.0639, 2.4801, 1.5567], [0.7581, -2.9595, 1.8010], [1.9213, -2.7136, 2.5321], [1.6164, -2.6135, 1.5921]], "mulliken_charge": [-0.35, -1.30, -0.98, -0.28, -1.59, 0.38, 0.43, 0.40, 0.38, 0.35, -0.09, 0.84, 0.45, 0.46, 0.35, 0.50, 0.30, 0.32, -0.59], "orbital_gap_ev": [3.35, 10.54], "s2": 0.75, "mol_weight_g_mol": 93.150, "spin_multiplicity": 2}

Going by the computed energies, the most stable comes first: (1), (2).